Computed, not measured: a cluster of 2 separate species, C4H11NO3 in total, with ωB97M-V/def2-TZVPD.

CARTESIAN COORDINATES (ANGSTROEM)
H1 -1.18154 1.60322 2.24070
H2 -2.31487 -2.43799 -0.79318
H3 1.06045 -1.75665 -0.19174
O1 -2.08769 -0.96903 0.79948
H4 0.91711 1.22434 -1.86499
H5 -1.35435 1.08487 0.90697
H6 -0.61442 0.23792 -2.19187
C1 0.39656 -0.97058 0.41601
C2 1.58785 1.01558 0.34310
H7 0.74083 -0.89790 1.55762
O2 -1.78673 1.71232 1.58481
C3 -1.02685 -1.49305 0.38280
O3 -1.33403 -2.41905 -0.61042
H8 2.55530 0.55553 0.61544
H9 0.84417 -0.45980 -2.13187
C4 0.32442 0.29403 -1.60756
H10 1.18087 1.66378 1.21539
H11 1.75817 1.64705 -0.59442
N1 0.33477 0.36541 -0.07627

Atoms 1-2, force components in eV/Å:
2.450 -0.139 3.481
1.402 0.377 0.925

Results
Strongest force on any atom in eV/A: 6.72
LUMO energy in Ha: 0.02058
Net charge: 0
SMILES string: CN(C)CC(=O)O.O
Energy relative to the best compared isomer or geometry (same formula, charge and spin) in kcal/mol: 87.02

=====

Computed, not measured: a structure of composition C4H11NO4, with ωB97M-V/def2-TZVPD.

CARTESIAN COORDINATES (ANGSTROEM)
H1 -2.64088 1.79225 -0.73282
O1 0.04871 -0.31629 0.06488
O2 0.55019 1.69588 -0.88919
H2 -2.45216 1.44302 0.99076
H3 -1.24116 -0.34748 -0.44175
H4 -2.72747 -0.90398 0.39344
O3 1.91678 -1.27691 1.28414
C1 2.13051 -1.15061 -1.17565
C2 0.46919 1.02541 0.10927
N1 -2.47707 -0.24216 -0.33969
H5 2.50111 0.31926 0.32396
H6 1.94079 -0.43662 -1.97334
C3 1.79939 -0.50318 0.14898
H7 3.18368 -1.43165 -1.19090
O4 0.42064 1.52507 1.36582
C4 -2.89863 1.08517 0.05358
H8 0.46303 0.81346 2.02210
H9 -3.98818 1.07940 0.18132
H10 1.47201 -2.12310 1.13387
H11 1.52951 -2.04695 -1.32879

Atoms 1-2, force components in eV/Å:
-0.076 0.097 -0.014
5.537 1.754 0.817

Results
Strongest force on any atom in eV/A: 5.87
LUMO energy in Ha: 0.00707
Net charge: 0
Energy relative to the best compared isomer or geometry (same formula, charge and spin) in kcal/mol: 86.58

=====

Number 1: gap between HOMO and LUMO 10.59 eV. Number 2: gap between HOMO and LUMO 8.31 eV.